(1)
C38H34As2Br2IrN as an isolated structure, computed with ωB97M-V with the def2-TZVPD basis set.

Structure (XYZ):
```
78
Properties=species:S:1:pos:R:3:forces:R:3
Ir -1.285 0.107 0.126 1.57 1.56 0.25
C 1.448 -1.507 -1.704 -0.02 0.43 0.15
C 1.510 -0.024 -2.050 -0.31 -0.55 0.11
As 1.566 1.241 -0.537 0.61 0.21 -0.08
C 3.312 1.205 0.286 -0.27 -0.30 0.35
C 3.476 1.808 1.530 0.13 0.09 -0.08
C 4.724 1.801 2.132 -0.02 -0.02 0.00
C 5.790 1.168 1.507 0.01 -0.06 -0.06
C 5.617 0.555 0.271 0.07 0.02 0.07
C 4.373 0.561 -0.342 -0.12 0.17 -0.20
C 1.504 2.931 -1.453 -0.57 0.13 0.45
C 2.380 3.955 -1.091 0.01 -0.25 0.13
C 2.335 5.158 -1.775 0.04 0.08 0.00
C 1.413 5.349 -2.796 -0.07 -0.06 0.01
C 0.537 4.328 -3.151 0.02 -0.01 -0.04
C 0.566 3.126 -2.465 0.15 -0.28 -0.25
As 0.274 -1.786 -0.166 -0.32 -1.34 0.11
C 1.468 -2.000 1.342 0.03 0.11 0.08
C 0.862 -2.181 2.585 -0.03 0.08 -0.16
C 1.635 -2.385 3.713 -0.03 0.00 0.07
C 3.022 -2.415 3.608 0.05 -0.02 -0.01
C 3.627 -2.260 2.372 0.05 0.01 0.04
C 2.850 -2.055 1.238 -0.10 0.00 0.00
C -0.266 -3.641 -0.379 -0.21 0.15 -0.13
C 0.608 -4.648 0.022 0.05 0.11 0.04
C 0.267 -5.975 -0.188 0.02 -0.04 0.00
C -0.942 -6.301 -0.787 -0.05 -0.03 0.01
C -1.813 -5.299 -1.188 0.03 0.03 0.00
C -1.473 -3.969 -0.988 0.12 0.04 -0.02
H 2.405 -1.953 -1.440 0.08 0.15 -0.12
H 1.060 -2.053 -2.562 -0.16 -0.09 0.10
H 0.581 0.260 -2.544 -0.01 0.05 -0.04
H 2.330 0.207 -2.732 0.15 0.30 0.26
H 2.632 2.274 2.025 0.33 0.07 -0.01
H 4.858 2.280 3.094 0.01 -0.02 -0.03
H 6.760 1.141 1.989 -0.02 0.03 -0.04
H 6.449 0.068 -0.220 -0.02 0.01 0.03
H 4.257 0.086 -1.308 -0.02 -0.03 0.00
H 3.101 3.804 -0.299 0.02 0.06 0.01
H 3.023 5.949 -1.506 -0.03 -0.02 -0.01
H 1.362 6.300 -3.311 0.06 -0.03 -0.02
H -0.179 4.474 -3.950 0.03 0.00 0.02
H -0.131 2.337 -2.725 -0.03 0.10 -0.02
H -0.219 -2.166 2.661 -0.04 0.00 0.08
H 1.162 -2.524 4.677 0.00 -0.01 -0.03
H 3.628 -2.579 4.490 -0.02 0.01 -0.02
H 4.705 -2.309 2.281 -0.03 0.01 0.01
H 3.337 -1.964 0.280 0.12 0.04 -0.05
H 1.547 -4.403 0.501 0.00 -0.07 0.02
H 0.949 -6.757 0.120 -0.01 0.01 0.01
H -1.208 -7.340 -0.938 0.03 0.02 0.00
H -2.756 -5.548 -1.657 0.03 0.01 0.02
H -2.142 -3.191 -1.311 -0.19 0.11 -0.04
C -5.335 4.072 0.804 0.00 0.01 -0.02
C -4.019 3.437 0.470 0.15 0.09 -0.08
C -2.981 4.162 -0.133 -0.12 -0.20 0.06
C -1.783 3.573 -0.533 0.38 0.21 -0.10
C -1.699 2.224 -0.279 -0.11 -1.83 0.56
Br 0.434 1.118 1.773 -0.03 0.42 -0.92
N -2.621 1.591 0.341 -0.79 0.46 0.33
C -3.789 2.089 0.726 -0.26 0.04 -0.02
H -5.212 5.129 1.034 -0.01 -0.02 0.05
H -5.818 3.579 1.646 0.02 0.03 0.00
H -6.006 3.999 -0.055 0.00 0.00 0.02
H -3.111 5.225 -0.300 -0.03 -0.01 -0.03
H -0.990 4.138 -0.992 -0.12 0.07 0.03
H -4.506 1.437 1.210 0.07 -0.02 -0.01
Br -7.186 -2.977 -0.210 0.11 0.03 0.01
C -5.467 -2.196 -0.135 -0.14 -0.02 0.01
C -4.887 -1.710 -1.299 -0.05 -0.04 0.00
C -3.637 -1.112 -1.239 -0.10 -0.28 0.04
C -2.959 -1.025 -0.023 -0.19 0.12 -1.04
C -3.560 -1.502 1.137 0.22 0.09 0.14
C -4.814 -2.094 1.084 -0.07 -0.06 -0.08
H -5.410 -1.800 -2.242 -0.01 0.03 0.02
H -3.196 -0.734 -2.155 -0.02 0.00 0.05
H -3.055 -1.416 2.094 -0.09 -0.01 0.02
H -5.292 -2.453 1.986 0.05 -0.05 -0.01
```
Positions in Å, forces in eV/Å.

The largest force on an atom comes out at 0.043 hartree/bohr. As for the HOMO-LUMO gap: 5.2 eV. The total energy comes out at -306031.8399 eV. Its net charge is +2. For the molecular weight, the calculation gives 1006.6 g/mol.


(2)
C38H34BClF4N4NaO2PS as an isolated structure, computed with ωB97M-V with the def2-TZVPD basis set.

Structure (XYZ):
```
87
Properties=species:S:1:pos:R:3:forces:R:3
Na -0.777 0.005 0.914 -0.47 -0.21 0.16
C 2.636 -0.287 5.874 0.26 -0.01 0.41
C 1.460 0.379 5.538 -0.03 0.05 0.16
C 0.928 0.282 4.279 -0.19 0.08 -0.02
C 1.558 -0.478 3.265 0.42 -0.23 0.00
C 2.756 -1.151 3.632 0.01 -0.21 -0.42
C 3.271 -1.050 4.902 0.10 0.03 0.31
N 1.016 -0.485 2.045 -0.32 0.85 0.05
N 1.464 -1.459 1.198 0.20 -0.84 0.31
C 2.075 -1.355 0.038 0.30 -0.01 -0.21
C 2.855 -0.382 -0.626 -0.13 0.21 0.22
C 3.442 -0.737 -1.817 0.07 -0.07 -0.21
C 3.253 -1.988 -2.415 0.23 -0.11 -0.26
C 2.437 -2.942 -1.811 -0.02 -0.18 -0.14
C 1.857 -2.600 -0.620 -0.49 0.35 0.53
H 3.048 -0.217 6.873 0.01 0.04 0.03
H 0.959 0.989 6.283 -0.05 -0.03 0.02
H 0.004 0.785 4.021 -0.04 0.04 0.03
H 3.284 -1.725 2.877 -0.08 0.04 -0.01
H 4.198 -1.564 5.148 -0.07 0.02 -0.04
H 3.000 0.595 -0.188 0.02 0.05 0.09
H 4.089 -0.034 -2.330 -0.04 0.11 0.04
H 3.730 -2.201 -3.363 -0.02 -0.05 -0.02
H 2.254 -3.892 -2.297 -0.03 -0.05 0.03
N -1.793 0.064 -2.978 0.15 0.24 -0.26
P -1.114 0.946 -1.567 -0.18 0.17 -1.36
C -2.720 1.561 -0.948 -0.04 0.09 0.16
C -3.674 0.626 -0.575 0.00 -0.03 -0.15
C -4.892 1.028 -0.058 -0.21 0.07 0.12
C -5.162 2.376 0.103 -0.15 -0.06 0.07
C -4.195 3.314 -0.225 -0.04 0.20 -0.04
C -2.977 2.914 -0.746 -0.07 0.16 0.12
C -0.626 2.323 -2.676 0.16 -0.18 0.03
C -1.527 2.985 -3.503 0.00 -0.02 0.04
C -1.083 3.951 -4.388 -0.11 0.09 -0.11
C 0.265 4.262 -4.459 0.07 0.12 -0.08
C 1.168 3.602 -3.643 0.15 0.00 -0.09
C 0.723 2.628 -2.768 -0.06 -0.02 -0.06
C -1.922 -1.274 -2.862 -0.06 -0.29 -0.13
C -2.117 -2.126 -3.963 -0.03 -0.07 -0.07
C -2.329 -3.464 -3.719 0.04 0.08 0.08
C -2.338 -3.923 -2.408 0.00 -0.20 0.08
C -2.103 -3.013 -1.389 -0.22 -0.43 -0.23
N -1.886 -1.732 -1.609 -0.04 0.11 0.14
H -1.721 0.434 -3.917 -0.02 -0.05 0.24
H -3.455 -0.423 -0.681 -0.10 -0.18 0.05
H -5.607 0.275 0.235 -0.10 -0.10 0.05
H -6.119 2.695 0.502 0.01 0.00 0.04
H -4.387 4.368 -0.059 0.01 0.00 -0.03
H -2.210 3.648 -0.959 0.03 0.00 0.01
H -2.582 2.750 -3.446 -0.04 0.00 0.03
H -1.798 4.468 -5.018 0.02 0.01 -0.03
H 0.609 5.020 -5.152 0.02 0.05 0.00
H 2.220 3.852 -3.679 0.06 0.01 -0.04
H 1.413 2.094 -2.131 0.16 -0.04 0.06
H -2.120 -1.723 -4.967 0.03 0.03 -0.05
H -2.492 -4.154 -4.537 -0.02 0.02 -0.06
H -2.525 -4.960 -2.183 -0.03 -0.11 0.08
H -2.111 -3.309 -0.353 -0.07 -0.16 0.14
F -2.794 -1.695 1.740 0.70 0.59 -0.13
B -3.778 -2.693 1.765 -0.17 0.08 0.25
F -3.173 -3.943 1.688 0.57 -0.79 -0.14
F -4.501 -2.607 2.942 -0.37 0.10 0.75
F -4.633 -2.524 0.689 -0.50 0.17 -0.84
C 0.925 -4.045 2.065 -0.21 0.62 -0.32
S 0.557 -3.205 0.452 0.69 -1.20 -0.05
C 0.393 -4.885 -0.385 0.00 0.63 0.08
H -0.031 -4.461 2.366 -0.11 -0.22 0.01
H 1.231 -3.280 2.766 0.06 0.07 0.05
H 1.681 -4.816 1.961 0.08 -0.01 -0.14
H 1.294 -5.476 -0.252 0.16 -0.08 0.06
H 0.223 -4.707 -1.441 -0.11 -0.02 -0.15
H -0.463 -5.396 0.042 -0.16 -0.09 0.06
Cl 5.047 2.865 3.858 0.36 -0.03 0.23
C 3.698 2.986 2.776 -0.12 0.03 -0.06
C 2.418 2.968 3.300 0.08 0.08 0.00
C 1.346 3.063 2.434 0.07 0.03 -0.10
C 1.544 3.170 1.066 -0.25 0.00 -0.18
C 2.839 3.187 0.564 -0.16 0.15 0.06
C 3.926 3.097 1.417 -0.03 -0.05 -0.08
C 0.333 3.208 0.143 0.49 0.03 0.65
O 0.104 4.227 -0.501 -0.08 0.31 -0.15
O -0.331 2.124 0.150 0.05 0.34 0.25
H 2.264 2.849 4.361 0.05 0.00 0.05
H 0.338 3.048 2.820 -0.10 -0.11 0.06
H 2.998 3.272 -0.502 0.00 0.03 -0.13
H 4.933 3.099 1.022 0.05 -0.02 0.08
```
Positions in Å, forces in eV/Å.

The largest force on an atom comes out at 0.027 hartree/bohr. As for the HOMO-LUMO gap: 4.9 eV. The total energy comes out at -98630.8052 eV. Its net charge is -2. For the molecular weight, the calculation gives 787.0 g/mol.


Let's list relative energy (zero: lowest compared OMol25 entry of this formula, charge and spin) in order: 94.5; 40.2 kcal/mol.